Density functional theory data (ωB97M-V/def2-TZVPD) for one molecule with the formula C3H8N4O at a distorted geometry.

## Properties
HOMO level   -8.611 eV
Strongest force on any atom   3.459 eV/Å
Kohn-Sham gap   0.34458 hartree

Each line ends with the Löwdin charge.
Positions of all 16 atoms, in Å:
C (-0.8363, 0.4952, 1.2369)  -0.232
C (0.6933, -0.4811, -0.4915)  -0.406
C (0.3878, -0.5777, 0.9707)  -0.267
N (0.1339, -1.4222, -1.3306)  0.151
N (-1.6896, 0.8362, 0.1337)  -0.019
O (1.6248, 0.4607, -2.2901)  -0.103
N (1.4190, 0.5339, -0.8878)  0.024
N (1.1110, -1.0406, 1.9169)  0.149
H (2.3813, 1.0590, -2.4163)  0.094
H (0.2320, -1.1523, -2.3025)  0.088
H (-0.6477, -1.9458, -0.9566)  0.105
H (0.7929, -0.7235, 2.8388)  0.057
H (-1.2071, 1.4708, -0.5047)  0.077
H (-2.6316, 1.0991, 0.4134)  0.075
H (-0.3473, 1.3817, 1.6456)  0.104
H (-1.4164, 0.0068, 2.0241)  0.102

Atoms 1-2, force components in eV/Å:
0.9624 -1.4234 0.8800
0.9442 -0.4687 -1.0805

***

Density functional theory data (ωB97M-V/def2-TZVPD) for C31H55As3ClN2O11SSeTi as an isolated structure.

## Properties
HOMO level   -5.489 eV
Strongest force on any atom   0.915 eV/Å
Net charge   -1
Kohn-Sham gap   0.27417 hartree

Each line ends with the Löwdin charge.
Positions of all 106 atoms, in Å:
Ti (0.6752, -0.1686, 1.0041)  0.983
Cl (-0.6462, 4.7588, 6.8054)  0.615
C (-0.9527, 4.1002, 5.2179)  -0.676
C (-2.2993, 4.1285, 4.7284)  -0.103
C (-2.5998, 3.6421, 3.5085)  0.000
C (-1.5811, 3.0941, 2.6096)  -0.355
O (-1.8688, 2.7748, 1.4550)  -0.022
C (-0.2345, 3.0005, 3.1837)  -0.105
C (0.8296, 2.3567, 2.5818)  -0.160
O (0.8297, 1.7026, 1.4743)  -0.202
C (0.0327, 3.5555, 4.4833)  -0.068
H (-3.0697, 4.5457, 5.3653)  0.098
H (-3.6133, 3.6565, 3.1267)  0.110
H (1.7871, 2.3729, 3.1038)  0.105
H (1.0421, 3.4910, 4.8738)  0.118
C (-2.6171, 3.4212, -1.3031)  -0.326
As (-1.0953, 2.1888, -1.4852)  1.169
C (0.1375, 3.5809, -2.1128)  -0.316
C (-1.4388, 1.4869, -3.3080)  -0.358
C (-2.4474, 0.3372, -3.4301)  -0.660
C (-3.8037, 0.7561, -2.8698)  -0.078
C (-1.9511, -0.9379, -2.7362)  -0.333
As (-1.4534, -1.0923, -0.8148)  1.149
C (-3.1823, -0.7923, 0.0447)  -0.280
C (-1.4982, -3.0509, -0.8963)  -0.263
C (-2.5637, 0.0349, -4.9436)  -0.386
As (-3.8526, -1.1820, -5.8412)  1.113
C (-5.4894, -0.0957, -5.7292)  -0.359
C (-4.3841, -2.5494, -4.5303)  -0.364
H (-2.9328, 3.7985, -2.2782)  0.023
H (-2.2742, 4.2486, -0.6818)  0.019
H (-3.4484, 2.9504, -0.7839)  0.009
H (-0.3598, 4.1963, -2.8651)  0.027
H (1.0436, 3.1479, -2.5360)  -0.005
H (0.4144, 4.2075, -1.2656)  0.012
H (-0.4614, 1.1467, -3.6715)  0.074
H (-1.7464, 2.3164, -3.9545)  0.076
H (-3.7376, 1.0175, -1.8138)  0.043
H (-4.5309, -0.0527, -2.9604)  0.055
H (-4.1937, 1.6269, -3.4038)  0.093
H (-1.0821, -1.3273, -3.2758)  0.074
H (-2.7260, -1.7000, -2.8262)  0.033
H (-3.9901, -0.9842, -0.6610)  0.022
H (-3.2328, 0.2281, 0.4241)  0.025
H (-3.2781, -1.4824, 0.8811)  0.011
H (-2.4713, -3.3842, -1.2604)  0.030
H (-1.3218, -3.4780, 0.0875)  0.005
H (-0.7196, -3.4018, -1.5738)  0.031
H (-1.5836, -0.2913, -5.3014)  0.057
H (-2.7664, 0.9765, -5.4668)  0.062
H (-5.3002, 0.8780, -6.1817)  0.014
H (-5.8368, 0.0483, -4.7080)  0.006
H (-6.2693, -0.5923, -6.3063)  0.007
H (-3.5481, -3.2119, -4.3102)  0.012
H (-5.1685, -3.1404, -5.0049)  0.011
H (-4.7736, -2.1318, -3.6024)  0.008
O (0.4813, -2.0830, 3.5404)  -0.285
Se (-1.2095, -1.7253, 3.0024)  1.199
O (-1.8811, -1.2782, 4.3837)  -0.522
O (-0.8457, -0.2409, 2.1511)  -0.617
O (-0.2163, -4.6982, 1.9689)  -0.100
C (3.2322, 4.4095, 0.7266)  -0.240
S (3.0061, 3.0154, -0.3929)  0.785
C (4.0997, 1.8990, 0.4901)  -0.235
O (3.6973, 3.4006, -1.6605)  -0.550
H (4.2856, 4.6929, 0.7117)  0.056
H (2.9128, 4.1377, 1.7332)  0.045
H (2.6208, 5.2289, 0.3522)  0.048
H (5.0949, 2.3447, 0.5304)  0.064
H (4.1180, 0.9668, -0.0702)  0.030
H (3.7029, 1.7046, 1.4897)  0.034
C (4.5640, -1.9529, 1.5026)  -0.074
C (3.6531, -3.1507, 1.7478)  -0.149
C (2.5220, -3.1088, 2.8213)  -0.242
C (2.0298, -4.5769, 2.9313)  -0.089
C (0.5619, -4.9021, 3.1448)  -0.244
C (3.1599, -2.6546, 4.1370)  -0.392
O (3.6715, -3.4109, 4.9385)  0.084
N (3.2129, -1.2952, 4.3255)  0.209
C (2.8104, -0.2910, 3.4212)  -0.525
O (3.2417, 0.8439, 3.5932)  0.026
N (2.0329, -0.7151, 2.4161)  0.062
C (1.4661, -2.0401, 2.4898)  -0.643
O (0.8376, -2.1525, 1.2664)  -0.276
H (5.3473, -2.2533, 0.8026)  0.078
H (5.0601, -1.6136, 2.4147)  0.083
H (4.0310, -1.1085, 1.0707)  0.049
H (4.2766, -4.0030, 2.0320)  0.122
H (3.1597, -3.4274, 0.8133)  0.106
H (2.6129, -5.0277, 3.7358)  0.118
H (2.3180, -5.0940, 2.0125)  0.121
H (0.1494, -4.3567, 3.9964)  0.110
H (0.4891, -5.9686, 3.3704)  0.117
H (0.0949, -3.8803, 1.5494)  0.018
H (3.7362, -0.9715, 5.1239)  0.160
C (2.3502, -2.0880, -1.7180)  -0.037
C (1.7888, -0.6799, -1.8358)  -0.526
C (2.6814, 0.2154, -2.6795)  -0.043
O (1.6059, -0.1121, -0.5620)  -0.337
H (2.3936, -2.5639, -2.7013)  0.085
H (1.7352, -2.6921, -1.0527)  0.061
H (3.3636, -2.0519, -1.3099)  0.079
H (0.8092, -0.7312, -2.3285)  0.082
H (3.7063, 0.2112, -2.3005)  0.081
H (2.3264, 1.2464, -2.6785)  0.051
H (2.7050, -0.1435, -3.7121)  0.085

Atoms 1-2, force components in eV/Å:
0.6410 0.3875 -0.5262
0.0203 0.0098 0.0179

***

Density functional theory data (ωB97M-V/def2-TZVPD) for C2H3BeO as an isolated structure at a distorted geometry.

## Properties
HOMO level   -15.852 eV
Strongest force on any atom   5.437 eV/Å
Net charge   +1
Kohn-Sham gap   0.31667 hartree

Each line ends with the Löwdin charge.
Positions of all 7 atoms, in Å:
O (-1.2403, 1.2268, 0.2136)  0.185
C (-1.1944, 0.0717, 0.1252)  -0.126
C (-0.2012, -0.8320, 0.1339)  -0.057
H (0.1040, -1.1797, -0.8594)  0.105
H (1.3895, 1.2815, -1.0542)  0.027
H (-0.0575, -1.3314, 1.0986)  0.102
Be (1.2000, 0.7630, 0.3422)  0.764

Atoms 1-2, force components in eV/Å:
-3.3476 -0.5198 -0.4214
2.9282 4.5258 0.7094

***

Density functional theory data (ωB97M-V/def2-TZVPD) for C26H37IrNPS2 as an isolated structure.

## Properties
HOMO level (alpha / beta)   -5.274 / -7.533 eV
Strongest force on any atom   0.775 eV/Å
Kohn-Sham gap (alpha / beta)   0.21766 / 0.20708 hartree
Multiplicity   5
⟨S²⟩   6.0282

Each line ends with the Löwdin spin population.
Positions of all 68 atoms, in Å:
Ir (-0.2500, 0.1124, 0.0469)  1.898
C (-2.6406, 0.8458, -3.9774)  0.018
C (-2.0929, 0.3675, -2.6525)  0.179
S (-0.4371, 0.6196, -2.4150)  0.504
C (-2.9318, -0.2337, -1.7147)  0.249
C (-4.3852, -0.4841, -1.9977)  0.027
S (-2.3915, -0.8155, -0.1924)  0.307
H (-1.8772, 1.3919, -4.5240)  0.005
H (-3.5009, 1.5027, -3.8360)  0.004
H (-2.9639, 0.0025, -4.5931)  0.005
H (-4.7055, -0.1179, -2.9699)  0.000
H (-4.9972, -0.0165, -1.2247)  0.009
H (-4.5870, -1.5560, -1.9499)  0.008
C (-0.4746, -1.3404, 3.6552)  0.012
C (-0.0821, -2.4232, 2.6468)  0.023
C (0.5396, -3.6380, 3.3311)  0.006
P (0.8751, -1.6474, 1.2732)  0.167
C (1.7797, -3.0103, 0.4162)  0.044
C (0.7656, -3.9544, -0.2328)  0.004
C (2.7208, -2.4094, -0.6265)  0.002
C (2.1951, -0.6138, 1.9693)  0.052
C (3.0891, -1.0629, 2.9393)  0.000
C (4.1130, -0.2659, 3.4294)  0.037
C (5.0671, -0.7627, 4.4842)  0.006
C (4.2252, 1.0222, 2.9064)  -0.006
C (3.3558, 1.4969, 1.9438)  0.032
C (2.3112, 0.6943, 1.4581)  0.013
N (1.4160, 1.1378, 0.5042)  0.251
C (1.6372, 2.4083, -0.0958)  0.033
C (2.4651, 2.5009, -1.2179)  0.014
C (3.1291, 1.2682, -1.7660)  0.001
C (2.6521, 3.7445, -1.8090)  -0.001
C (2.0351, 4.8878, -1.3177)  0.009
C (2.2218, 6.2172, -2.0023)  0.002
C (1.2187, 4.7686, -0.2005)  -0.001
C (1.0073, 3.5461, 0.4242)  0.019
C (0.1506, 3.4316, 1.6551)  0.015
H (-1.2011, -1.7356, 4.3678)  0.000
H (-0.9215, -0.4775, 3.1551)  0.012
H (0.3982, -0.9929, 4.2117)  0.000
H (-0.9986, -2.7451, 2.1390)  0.003
H (1.4673, -3.3817, 3.8445)  0.000
H (0.7463, -4.4481, 2.6332)  0.000
H (-0.1529, -4.0187, 4.0859)  0.001
H (2.3729, -3.5569, 1.1578)  0.007
H (0.1654, -3.4082, -0.9662)  0.001
H (0.0832, -4.3980, 0.4936)  0.000
H (1.2801, -4.7671, -0.7502)  0.000
H (2.1526, -1.8104, -1.3413)  0.000
H (3.2300, -3.2051, -1.1753)  0.000
H (3.4766, -1.7710, -0.1669)  0.000
H (2.9984, -2.0777, 3.3120)  -0.001
H (4.9056, -1.8203, 4.6939)  0.000
H (4.9410, -0.2133, 5.4200)  0.002
H (6.1050, -0.6375, 4.1694)  0.002
H (5.0159, 1.6735, 3.2641)  -0.001
H (3.4737, 2.5046, 1.5644)  0.002
H (2.4017, 0.4656, -1.9028)  -0.001
H (3.8926, 0.8932, -1.0786)  0.001
H (3.6039, 1.4777, -2.7240)  0.000
H (3.2934, 3.8204, -2.6820)  0.000
H (3.2102, 6.2926, -2.4563)  0.000
H (2.1048, 7.0434, -1.3007)  0.000
H (1.4833, 6.3512, -2.7965)  0.001
H (0.7328, 5.6532, 0.2002)  0.000
H (-0.3227, 4.3849, 1.8899)  0.000
H (0.7466, 3.1226, 2.5176)  0.000
H (-0.6223, 2.6760, 1.5116)  0.019

Atoms 1-2, force components in eV/Å:
0.0824 0.2162 0.2874
-0.0358 -0.0751 0.0285

***

Density functional theory data (ωB97M-V/def2-TZVPD) for one molecule with the formula C3H7NO.

## Properties
HOMO level   -9.718 eV
Strongest force on any atom   0.387 eV/Å
Kohn-Sham gap   0.39891 hartree

Each line ends with the Löwdin charge.
Positions of all 12 atoms, in Å:
C (-1.8106, -0.0293, -0.9809)  -0.092
O (-1.1016, -1.1692, -0.5016)  -0.100
C (0.0568, -0.8531, 0.0955)  -0.277
N (0.4609, 0.3365, 0.1870)  -0.013
C (1.7011, 0.6009, 0.8697)  -0.142
H (-2.0074, 0.6641, -0.1579)  0.087
H (-1.2129, 0.5012, -1.7280)  0.088
H (-2.7388, -0.4033, -1.4111)  0.087
H (0.5652, -1.7481, 0.4755)  0.142
H (2.2130, -0.2985, 1.2470)  0.072
H (2.3760, 1.1311, 0.1901)  0.074
H (1.4984, 1.2676, 1.7147)  0.074

Atoms 1-2, force components in eV/Å:
-0.2014 0.1669 -0.1275
0.0702 -0.0130 0.0388

***

Density functional theory data (ωB97M-V/def2-TZVPD) for an isolated ion of composition C3H6NO2 and charge +1 at a distorted geometry.

## Properties
HOMO level   -14.420 eV
Strongest force on any atom   4.061 eV/Å
Net charge   +1
Kohn-Sham gap   0.38311 hartree

Each line ends with the Löwdin charge.
Positions of all 12 atoms, in Å:
C (-0.2950, 0.1471, 0.2681)  -0.238
C (0.8675, -0.4419, 0.1120)  -0.054
C (-1.7345, 0.1461, 0.4023)  -0.193
N (2.1317, 0.2630, -0.3118)  0.180
O (-0.9191, 1.2793, -0.0652)  0.153
O (-2.4950, -0.6308, -0.4526)  0.113
H (0.8560, -1.6984, 0.1884)  0.216
H (-2.1038, 0.2685, 1.3260)  0.131
H (2.8439, -0.2977, 0.1214)  0.145
H (2.1554, 1.2526, 0.1258)  0.214
H (2.1073, 0.3346, -1.4143)  0.233
H (-3.4145, -0.6225, -0.3001)  0.099

Atoms 1-2, force components in eV/Å:
-0.7513 0.0358 -1.0384
0.0421 -3.8588 0.4960

***

Copy entry 3 word for word.
Density functional theory data (ωB97M-V/def2-TZVPD) for C2H3BeO as an isolated structure at a distorted geometry.

## Properties
HOMO level   -15.852 eV
Strongest force on any atom   5.437 eV/Å
Net charge   +1
Kohn-Sham gap   0.31667 hartree

Each line ends with the Löwdin charge.
Positions of all 7 atoms, in Å:
O (-1.2403, 1.2268, 0.2136)  0.185
C (-1.1944, 0.0717, 0.1252)  -0.126
C (-0.2012, -0.8320, 0.1339)  -0.057
H (0.1040, -1.1797, -0.8594)  0.105
H (1.3895, 1.2815, -1.0542)  0.027
H (-0.0575, -1.3314, 1.0986)  0.102
Be (1.2000, 0.7630, 0.3422)  0.764

Atoms 1-2, force components in eV/Å:
-3.3476 -0.5198 -0.4214
2.9282 4.5258 0.7094

***

- The lowest strongest force on any atom belongs to which entry?
  C3H7NO